1.
122
Properties=species:S:1:pos:R:3:forces:R:3:mulliken_charge:R:1 method="wB97M-V/def2-TZVPD" charge=0 orbital_gap_ev=4.2 e_tot_ha=-3181.35119
N 1.723 -3.771 0.529 1.064 0.227 -0.737 -0.1683
H 0.187 2.911 4.029 -0.188 -0.176 -0.017 0.2619
C 4.060 4.168 1.383 -0.443 0.273 -0.168 -0.6278
O 1.005 -0.946 0.171 1.335 -0.281 -1.196 0.5488
H 2.760 -3.345 -3.819 -0.439 0.881 0.536 0.3528
C 4.366 -3.557 -1.267 0.331 0.015 0.503 -0.1185
H 2.476 -3.868 -0.186 -0.642 0.352 0.996 -0.2839
C -2.885 0.139 5.562 0.363 -0.219 -0.637 -0.0992
C 0.640 -1.526 -5.056 -0.616 0.952 -0.529 -1.3657
H -2.033 -3.292 0.071 -0.226 0.583 0.576 0.6528
H 1.902 1.568 -4.554 0.266 -0.171 -0.308 -0.0391
C -1.032 -1.343 5.863 0.767 -0.189 -0.141 -0.0817
C 1.727 4.788 0.952 1.337 -0.427 1.035 -0.2089
C 4.710 -1.245 -0.568 0.804 -0.908 0.406 -0.6882
C -0.725 2.346 4.261 -0.595 0.093 0.305 -1.2560
N -3.159 -1.526 0.603 -0.420 -1.100 0.935 -0.1398
H 1.517 -0.793 3.550 -0.479 0.217 0.227 0.2575
H -3.449 -4.500 2.148 0.018 1.259 -0.375 0.3524
C 3.991 -2.185 -1.321 1.230 -0.941 -0.235 1.0973
C 5.956 -3.069 0.476 0.504 0.031 0.362 -0.5840
H 6.698 -3.446 1.202 -0.437 0.558 -0.364 0.3441
H -2.039 -1.325 -2.935 -0.379 -0.329 0.026 0.6621
C -1.969 2.612 -3.642 -0.056 -0.780 0.311 -1.2431
C 2.814 5.507 2.987 1.829 -0.569 0.453 -0.4717
H 3.956 -4.316 -1.963 -0.075 0.734 0.527 0.2447
H -6.663 0.328 -3.576 -0.660 0.381 -0.190 0.4244
N -4.166 -1.299 1.526 0.989 -2.687 0.791 0.0635
H -2.393 3.541 1.585 0.049 -0.430 -0.376 0.5165
C -3.500 -3.441 1.797 0.136 -0.334 -0.191 -0.8105
H -0.464 4.790 -4.171 0.485 0.384 0.009 0.4284
H 1.227 -1.905 0.296 -0.331 0.497 -0.134 0.0516
H 1.751 -5.808 0.965 -0.234 -0.296 0.250 0.3120
H 4.059 1.007 -3.940 0.101 -0.911 -0.203 0.2849
C 5.308 -4.012 -0.303 -0.930 -0.046 -0.773 -0.5822
H -3.397 0.912 4.966 0.142 -0.260 0.537 0.2474
C 5.709 -1.693 0.295 -0.584 -0.875 -0.030 -0.6346
N 2.558 -0.451 -2.132 -0.664 -0.859 -2.133 -0.8696
H -5.031 -2.552 3.113 -0.170 0.453 -0.447 0.4187
H 0.920 -0.932 -5.950 -0.091 -0.325 0.441 0.2270
C -5.664 -0.024 -3.490 0.668 -0.803 0.188 -0.6735
H 1.531 -0.682 -0.666 -1.092 -0.468 1.664 -0.0226
H -4.451 -0.067 6.986 -0.798 0.197 0.185 0.4244
H -0.306 -1.116 -4.664 0.306 -0.026 -0.273 0.1603
H -5.764 -0.161 2.537 -0.127 -0.105 -0.345 -0.2016
N -4.569 1.159 1.189 0.842 3.486 0.339 0.4622
N 1.899 2.560 -1.212 0.943 0.450 -1.034 0.1644
H 1.160 4.045 -3.837 -0.390 0.064 0.050 0.1701
H -0.228 -6.302 -0.541 -1.031 -1.191 0.290 0.3815
C 0.178 3.919 -4.312 -0.301 0.864 -0.220 -1.3669
H -0.857 2.272 5.360 0.264 0.213 -0.465 0.4107
C -4.373 -2.457 2.255 1.070 0.638 -0.797 -0.4701
H -6.460 2.186 0.992 0.888 -0.125 0.124 0.3702
N -0.959 0.605 -3.314 0.329 1.930 -0.189 -0.2558
C 3.972 3.272 -1.527 0.343 -0.179 0.719 -1.0330
C 3.574 2.498 -2.631 -1.385 -0.081 0.336 0.6684
N 2.315 2.101 -2.498 -0.715 0.476 1.815 0.7177
C -3.278 0.380 -3.286 -2.471 -1.560 -0.568 1.2367
Pb -1.357 0.251 0.950 0.100 -0.390 -0.483 0.5127
N 0.057 -4.639 -1.677 -0.385 0.505 -0.628 -0.3734
H 1.634 0.845 3.094 0.268 0.669 -0.042 0.1075
C -4.586 0.855 -3.567 1.160 -0.326 0.150 -0.7887
C -3.263 2.938 1.337 -0.888 -0.861 0.472 -0.5190
C 2.901 4.072 0.571 -1.312 1.340 2.047 0.4315
C 0.549 -5.635 -0.768 2.288 0.602 -0.237 -0.7222
H 0.200 -4.999 1.272 0.079 0.083 -0.029 0.4774
H 2.732 5.907 3.988 0.223 0.385 -0.094 0.4273
C -3.509 -0.438 6.669 1.102 -0.414 -0.591 -0.6412
H 2.207 -3.531 1.420 -0.540 -0.534 -0.869 0.2271
C -4.152 -1.883 -3.157 -0.417 -0.641 0.663 -0.8610
N -0.041 1.598 -3.553 0.210 -1.536 0.619 0.4147
C -1.635 -1.906 7.016 0.951 0.135 -0.920 -0.5028
H 1.358 0.424 4.841 0.460 0.195 -0.108 0.4022
C 1.120 0.210 3.795 0.177 -1.367 0.242 -1.1226
H 4.979 3.640 1.127 -0.272 0.150 -0.138 0.4090
H 4.169 2.549 -4.727 -0.488 0.014 0.509 0.2754
O 0.940 2.065 0.659 -0.420 -0.278 -4.115 -0.1339
N 0.872 1.932 -0.590 0.221 0.041 3.675 -0.1563
C -2.138 1.222 -3.389 1.754 0.414 0.234 -0.0490
H -0.130 -5.059 -2.602 0.299 0.647 0.762 0.2336
H -5.920 -0.423 0.437 0.077 0.192 0.854 -0.1711
N 1.711 -0.284 -3.243 0.793 0.012 1.731 1.9367
H 0.438 -2.537 -5.334 0.145 -0.715 -0.309 0.4477
C -2.905 -1.490 7.377 -0.742 0.110 0.988 -0.3479
C -5.367 2.270 1.113 0.653 -0.548 -0.485 -0.4754
H 4.999 3.614 -1.318 -0.907 0.120 -0.342 0.4634
H -4.681 1.902 -3.896 -0.248 -0.534 0.437 0.2981
H 4.588 -0.178 -0.705 -0.366 -0.128 0.011 0.3601
C 1.046 -5.067 0.582 -0.174 -0.294 0.387 -0.7240
C -5.471 -1.398 -3.270 -0.071 0.408 0.293 -0.4414
H 0.790 6.027 2.486 0.869 -0.746 -0.179 0.3396
H 5.419 2.133 -3.643 -0.370 -0.244 0.404 0.4374
C 2.910 3.324 -0.643 1.393 -0.876 -1.703 0.4884
H 0.355 3.849 -5.400 -0.090 -0.232 0.383 0.2018
H -0.995 -2.622 7.566 -0.937 0.268 -0.189 0.3376
H -3.475 -1.925 8.248 0.912 0.449 -0.980 0.2887
B 1.420 1.187 -3.523 -0.232 0.839 -1.010 -0.6357
C -1.617 -0.307 5.094 -0.481 -0.911 1.239 0.1572
C 1.623 -1.435 -3.968 0.236 1.135 0.512 0.2614
C -2.749 -2.826 0.770 -0.896 0.723 0.027 -0.4986
H -3.987 -2.961 -2.993 -0.101 0.598 -0.119 0.3270
C -3.069 -1.023 -3.100 -0.626 1.379 -0.224 -0.1305
H -2.671 3.388 -3.546 -0.943 0.670 -0.357 0.4821
B -5.215 -0.187 1.447 -0.438 -0.990 -0.589 0.2255
H 0.812 4.703 0.377 0.143 0.153 -0.118 0.4494
C 4.030 4.917 2.551 -0.628 0.372 -0.154 -0.7382
C 1.717 5.474 2.193 -2.026 0.099 -1.701 -0.5941
H 4.966 5.120 3.070 -0.352 -0.401 0.223 0.3870
H 0.722 -3.866 -1.740 -0.391 -0.240 -0.359 0.0445
C 2.483 -2.353 -3.406 0.224 -0.596 -0.037 -1.1304
H -0.018 -1.753 5.573 -1.215 0.622 0.323 0.1570
H -6.373 -2.040 -3.095 1.143 0.488 -0.448 0.3121
N -3.251 1.574 1.380 -2.376 1.230 -0.172 0.0667
H -4.942 4.452 1.182 0.398 -0.753 -0.094 0.3850
Si -0.720 0.537 3.663 -0.035 -0.059 -0.278 0.6192
C -4.577 3.414 1.172 -0.081 -0.005 0.275 -0.9936
C 4.331 2.022 -3.771 1.598 0.688 -1.461 -1.4563
H 6.251 -0.975 0.872 0.356 0.283 0.263 0.4255
C -0.627 2.795 -3.792 1.021 -1.236 -0.032 0.5679
C 3.009 -1.693 -2.275 0.164 -0.223 -0.155 0.1461
H 5.473 -5.107 -0.153 0.005 1.160 -0.308 0.3571
H -1.600 2.891 3.895 0.108 0.122 0.005 0.3301
H 1.395 -6.216 -1.236 -0.520 0.219 0.470 0.3695

2.
121
Properties=species:S:1:pos:R:3:forces:R:3:mulliken_charge:R:1 method="wB97M-V/def2-TZVPD" charge=-2 orbital_gap_ev=5.9 e_tot_ha=-5296.73986 de_lowest_kcal_mol=4.4
C -2.351 -3.853 2.268 0.000 0.004 0.035 -0.6295
C -4.710 -4.105 1.864 0.051 -0.024 0.057 -0.4866
H 3.510 -3.631 -0.484 -0.032 -0.043 0.021 1.0999
H 0.956 5.951 1.295 -0.025 0.005 -0.007 0.4276
C -3.613 -4.217 2.708 -0.064 -0.004 -0.058 -0.8164
H -2.499 4.499 1.941 0.013 0.007 -0.031 0.0678
H -2.472 5.883 -0.233 -0.039 -0.018 0.014 0.1408
S -2.038 1.035 -1.189 0.052 -0.138 0.033 0.0148
C 4.654 -1.525 1.982 0.040 0.054 0.028 -0.5778
H 0.223 -4.418 1.938 0.080 0.047 -0.059 0.9543
C 4.859 -5.876 2.185 0.043 -0.013 0.003 -0.8019
C -1.435 4.720 2.027 0.039 0.149 0.176 -1.3442
H -6.253 4.842 -1.766 -0.024 -0.002 0.016 0.4918
C 0.488 -4.232 0.893 -0.156 -0.199 0.048 -2.2809
S -3.900 0.456 4.918 0.081 0.069 -0.211 -0.2235
C 4.275 -1.627 4.354 0.012 -0.011 0.052 -0.7206
C -5.675 3.884 0.792 -0.038 0.046 0.016 -1.4945
H 0.435 1.529 -1.113 -0.017 -0.004 -0.006 -0.0688
O 1.375 1.593 -0.873 -0.089 0.016 -0.071 -0.2963
N 3.147 2.635 2.910 -0.090 0.075 0.232 -0.8759
H -1.276 -4.921 -3.974 0.000 -0.002 -0.003 0.3661
H 1.173 5.050 -0.219 0.001 -0.010 -0.047 0.3468
C 3.854 -0.928 -0.969 -0.023 -0.044 -0.141 0.7035
C -0.145 -1.768 -3.473 -0.008 -0.017 0.021 -0.8789
H 4.666 -1.678 5.363 0.011 0.018 -0.001 0.3578
H 4.595 -4.074 1.100 -0.008 0.025 -0.006 0.1012
H 0.097 -5.091 0.319 0.093 0.061 -0.006 0.5543
N 1.001 1.643 2.287 0.613 0.136 0.101 -0.4823
C 5.598 0.669 -1.447 0.037 0.019 -0.013 -0.7495
H -6.423 2.338 -1.339 -0.025 -0.023 -0.005 0.5037
H -5.370 4.840 1.223 0.010 0.019 0.005 0.2995
O -3.548 3.655 -0.197 -0.021 -0.063 0.151 0.4164
C -2.162 -3.386 0.966 0.010 -0.100 -0.112 0.8531
H 3.468 -2.344 -2.552 -0.024 -0.005 0.018 0.2947
C 5.149 -1.585 3.274 -0.034 -0.018 0.067 -0.7560
C 4.273 -6.972 2.807 -0.008 0.018 -0.006 -0.5680
O -0.982 3.585 -0.012 0.037 -0.178 -0.124 1.3397
S -3.074 -1.411 4.781 0.163 -0.007 -0.032 -0.1630
H 6.191 1.515 -1.123 0.010 0.021 -0.011 0.4843
C -0.593 -2.860 -1.366 0.098 -0.014 -0.063 0.0611
H -3.741 -4.544 3.732 -0.014 -0.005 0.009 0.4023
H -3.421 3.013 -4.624 -0.031 0.001 0.008 0.3296
H -0.126 2.221 -3.089 -0.042 -0.009 0.005 -0.0377
H -4.595 4.683 -2.390 0.004 -0.010 -0.002 0.0513
C 2.700 -5.055 1.444 0.059 0.041 0.057 1.3140
H -1.936 2.501 -5.446 0.005 -0.009 0.004 0.4497
C -3.272 -3.256 0.134 -0.087 0.009 -0.010 -0.5899
C -2.400 2.659 -4.468 -0.027 0.025 -0.088 -1.6751
H -1.076 5.778 -3.805 0.017 0.022 0.028 0.3791
C 0.719 5.022 0.771 -0.022 0.004 0.086 -1.6206
H 1.342 -1.475 2.697 -0.025 0.021 -0.013 -0.6132
Si -2.222 3.067 -0.979 -0.086 -0.024 -0.046 -2.4224
H 2.401 -7.933 3.221 0.015 -0.011 0.009 0.3589
H 4.491 0.637 0.366 -0.030 0.080 0.035 0.3422
C -1.611 3.689 -3.668 0.062 0.038 0.051 2.0098
S -1.018 -1.230 4.444 -0.073 -0.023 -0.106 -0.5230
C 5.807 0.089 -2.692 0.029 -0.004 -0.051 -0.5274
H -2.682 5.395 -4.442 -0.024 0.005 0.014 0.3332
C -0.169 -1.747 -2.083 -0.041 0.036 -0.091 -0.2097
C 2.069 2.036 2.565 -0.153 0.187 -0.105 0.3342
Ba -1.381 0.674 1.930 -0.564 -0.396 -0.064 1.3171
H -4.928 5.753 -1.021 0.021 0.034 0.007 0.3089
C 4.066 -1.503 -2.222 -0.014 0.020 0.004 -0.6088
H 1.326 1.894 0.044 0.080 -0.008 0.065 0.1386
H -0.953 3.924 2.602 0.033 -0.013 -0.023 0.2049
H -1.236 4.975 -5.379 0.026 -0.023 -0.021 0.4044
S -4.240 1.161 2.982 -0.046 0.021 0.150 -0.7059
C -4.936 3.655 -0.519 0.087 0.032 -0.052 1.6774
C 5.035 -0.997 -3.078 0.024 0.017 -0.002 -0.7045
P -0.525 -2.739 0.456 -0.167 0.361 0.261 1.8563
C 4.348 2.274 2.537 0.247 -0.051 -0.054 0.6668
C -1.651 5.045 -4.371 0.001 -0.038 0.005 -1.8932
H 1.047 -6.313 2.045 0.000 0.000 0.008 0.4034
H -5.389 -3.485 -0.075 -0.003 -0.001 0.003 0.4006
H -1.303 5.650 2.588 -0.039 -0.014 0.021 0.4401
C 4.625 0.172 -0.600 0.048 0.089 -0.105 -0.7621
C 2.416 -1.510 2.849 -0.058 -0.045 -0.007 0.2520
H 0.337 3.886 -2.757 0.029 0.034 0.025 0.1312
H 5.341 -1.469 1.144 -0.004 -0.077 0.097 0.3789
H -5.445 3.100 1.513 0.020 -0.040 -0.012 0.0757
C -5.348 2.328 -1.139 -0.094 -0.035 -0.046 -1.4133
C -5.197 4.804 -1.489 -0.087 0.010 -0.039 -1.5271
N 1.927 -4.106 0.798 -0.097 0.100 -0.068 0.6534
H -5.119 1.502 -0.468 0.009 -0.018 0.056 0.2736
H 1.159 4.195 1.327 -0.008 -0.007 -0.011 0.1205
C 3.280 -1.485 1.756 0.087 -0.137 0.117 1.1049
H -5.699 -4.364 2.220 -0.005 0.001 0.008 0.3447
C 2.904 -1.590 4.145 0.076 -0.023 -0.073 -0.3333
H -3.156 -2.855 -0.866 -0.008 0.007 0.022 0.3348
H 2.205 -1.614 4.971 -0.001 0.014 0.022 0.4228
H 0.171 -0.884 -4.011 0.014 0.004 -0.021 0.5387
H -4.820 2.151 -2.077 0.013 0.016 -0.021 0.1911
C 2.495 -3.300 -0.273 0.108 -0.177 0.044 -2.3958
H 5.182 -1.455 -4.050 0.008 0.008 -0.001 0.4049
C 2.895 -7.095 2.744 -0.039 -0.042 0.012 -0.6362
C -0.987 -4.005 -2.061 -0.032 -0.024 0.046 -0.2279
H -1.184 6.935 0.382 0.011 -0.008 -0.001 0.5443
H -1.532 -3.867 2.978 0.006 0.025 -0.041 0.3385
O -2.248 3.897 -2.414 -0.093 0.061 0.019 0.2453
C -1.394 5.994 -0.134 0.013 0.062 0.001 -1.5522
C -0.790 4.836 0.654 0.031 -0.018 0.018 1.9895
C 4.099 -4.935 1.518 -0.011 -0.001 0.004 -0.2386
H 6.565 0.484 -3.357 -0.003 -0.005 -0.005 0.3616
H 5.932 -5.733 2.233 0.008 -0.006 0.009 0.3594
H -0.964 6.040 -1.135 0.029 -0.004 -0.021 0.2008
H 4.873 -7.700 3.335 0.015 -0.013 0.010 0.3697
C -4.537 -3.613 0.581 0.043 0.024 -0.041 -0.7263
C 2.116 -6.163 2.076 0.009 -0.038 0.008 -0.8466
H 1.921 -3.459 -1.192 -0.020 0.023 0.013 0.3737
H -2.436 1.712 -3.932 0.024 -0.028 0.041 0.2183
N 5.456 2.061 2.262 0.040 -0.052 -0.050 -0.6801
C -0.538 -2.909 -4.152 0.011 0.007 -0.024 -0.5920
H -1.337 -4.875 -1.515 0.014 0.010 0.009 0.4310
H 0.375 3.272 -4.418 -0.004 0.005 -0.033 0.5684
C -0.961 -4.030 -3.444 0.014 -0.010 -0.035 -0.8125
H -0.522 -2.928 -5.235 -0.007 -0.006 -0.008 0.3758
H 6.219 -1.588 3.438 0.011 0.007 0.011 0.4015
H 0.142 -0.856 -1.554 -0.010 0.049 0.018 0.5275
P 2.495 -1.461 0.115 -0.199 0.089 -0.011 1.3347
H -6.755 3.905 0.629 0.002 0.007 -0.031 0.3841
C -0.170 3.239 -3.472 0.096 -0.007 -0.086 -1.1637